#a
The following is a DFT calculation (ωB97M-V/def2-TZVPD) of a gas-phase ion, C5H8N (charge +1).

Summary:
⟨S²⟩	2.006

```
! wB97M-V def2-TZVPD RIJCOSX def2/J DEFGRID3
* xyz 1 3
C -1.15 -0.06 -0.08
C -2.39 0.13 0.23
C 1.24 -0.70 0.21
C -0.05 -0.85 -0.61
C -0.06 0.59 -0.79
N 1.17 0.76 0.18
H -2.77 1.17 0.15
H -3.00 -0.66 0.35
H 1.34 -1.29 1.24
H 2.05 -1.01 -0.39
H -0.15 -1.70 -1.22
H -0.31 1.23 -1.72
H 0.97 1.10 1.06
H 1.95 1.30 -0.19
*
```

Here are the Löwdin charges for atoms 1 to 2, given in e: atom 1 (C): -0.137, atom 2 (C): 0.113

***

#b
The following is a DFT calculation (ωB97M-V/def2-TZVPD) of a gas-phase ion, C5H8N (charge +1).

Summary:
⟨S²⟩	2.021

```
! wB97M-V def2-TZVPD RIJCOSX def2/J DEFGRID3
* xyz 1 3
C 1.88 -0.56 0.02
C 3.06 0.06 -0.04
C 0.47 0.23 0.10
C -2.02 -0.89 -0.11
C -0.84 -0.10 0.00
N -2.13 0.59 0.03
H 3.23 1.13 -0.20
H 4.02 -0.48 -0.12
H 1.79 -1.53 0.35
H 0.58 1.31 0.01
H -2.24 -1.45 -0.97
H -2.19 -1.59 0.87
H -2.40 1.29 -0.74
H -2.63 1.02 0.85
*
```

Here are the Löwdin charges for atoms 1 to 2, given in e: atom 1 (C): -0.068, atom 2 (C): 0.053

***

#b is preferred energetically. Next in line: 53.7 kJ/mol higher.

***

#a
The following is a DFT calculation (ωB97M-V/def2-TZVPD) of a single C5H8S2 molecule.

Summary:
SMILES	CC(C)=CC(=S)S

```
! wB97M-V def2-TZVPD RIJCOSX def2/J DEFGRID3
* xyz 0 1
C -1.93 -0.47 0.61
C -0.61 0.12 0.14
C -0.78 1.33 -0.64
C 0.47 -0.59 0.39
C 2.05 -0.31 -0.09
S 2.49 1.16 -0.79
S 3.07 -1.57 0.47
H -2.61 0.33 0.53
H -2.15 -1.20 -0.22
H -2.02 -1.13 1.46
H -1.81 1.30 -1.13
H -0.20 1.37 -1.62
H -0.65 2.11 -0.01
H 0.44 -1.30 1.18
H 4.25 -1.14 -0.28
*
```

Here are the Löwdin charges for atoms 1 to 2, given in e: atom 1 (C): -0.050, atom 2 (C): -0.390

***

#b
The following is a DFT calculation (ωB97M-V/def2-TZVPD) of a single C5H8S2 molecule.

Summary:
SMILES	S[C@@]12CSC[C@H]1C2

```
! wB97M-V def2-TZVPD RIJCOSX def2/J DEFGRID3
* xyz 0 1
S -1.71 -1.46 -0.33
C -0.68 -0.26 0.50
C 0.51 -0.70 1.29
S 1.90 -0.88 0.00
C 1.07 -0.02 -1.27
C 0.04 0.80 -0.38
C -1.24 1.28 0.15
H -0.63 -2.34 -0.76
H 0.59 -1.63 1.80
H 0.68 0.05 2.11
H 1.63 0.72 -1.82
H 0.67 -0.53 -2.05
H 0.73 1.50 0.12
H -2.22 1.43 -0.38
H -1.33 2.05 1.04
*
```

Here are the Löwdin charges for atoms 1 to 2, given in e: atom 1 (S): 0.749, atom 2 (C): -0.775

***

#c
The following is a DFT calculation (ωB97M-V/def2-TZVPD) of a single C5H8S2 molecule.

Summary:
SMILES	S[C@@]12CCS[C@H]1C2

```
! wB97M-V def2-TZVPD RIJCOSX def2/J DEFGRID3
* xyz 0 1
S 1.96 -0.02 -0.17
C 0.39 -0.85 0.30
C -0.18 -0.20 1.59
C -1.06 0.98 1.18
S -1.20 1.13 -0.72
C -0.78 -0.69 -0.65
C 0.04 -1.85 -0.81
H 1.55 1.23 -0.70
H 0.71 0.11 2.23
H -0.93 -0.81 2.24
H -0.62 1.96 1.64
H -2.21 0.79 1.38
H -1.58 -1.13 -0.17
H 0.94 -1.80 -1.43
H -0.46 -2.64 -0.59
*
```

Here are the Löwdin charges for atoms 1 to 2, given in e: atom 1 (S): 0.735, atom 2 (C): -0.698

***

#a is preferred energetically. Next in line: 183.6 kJ/mol higher.